The following is a DFT calculation (ωB97M-V/def2-TZVPD) of a 3-piece molecular cluster, C6H15N3 overall.

Each atom is followed by the atoms it is bonded to, with distances in Å.
CARTESIAN COORDINATES (ANGSTROEM)
1 C -1.09070 0.03135 1.14401  C3 1.502, C4 1.462, H6 1.087
2 C 2.26491 -0.40761 -1.19542  N5 1.452, H9 1.093, H10 1.094, C19 1.496
3 C 0.05681 -0.35140 2.03368  C1 1.502, H11 1.097, H13 1.091, H14 1.089
4 C -1.89260 -1.04985 0.57244  C1 1.462, H12 1.089, H15 1.092, H16 1.149
5 N 2.73707 0.59332 -0.25497  C2 1.452, H7 1.014, H8 1.010
6 H -1.65487 0.88513 1.51168  C1 1.087
7 H 2.38358 1.51661 -0.47821  N5 1.014
8 H 2.46669 0.36532 0.69160  N5 1.010
9 H 2.78860 -1.34298 -0.97972  C2 1.093
10 H 2.57821 -0.10941 -2.20071  C2 1.094
11 H -0.31182 -0.76118 2.98222  C3 1.097
12 H -2.91426 -0.76318 0.32674  C4 1.089
13 H 0.65603 -1.14113 1.57846  C3 1.091
14 H 0.69000 0.50150 2.27302  C3 1.089
15 H -1.88362 -1.96297 1.17039  C4 1.092
16 H -1.38130 -1.38003 -0.40173  C4 1.149
17 C -0.47725 1.18542 -0.57391  N18 1.415, H23 1.088, H24 1.087
18 N -1.61338 1.24160 -1.41633  C17 1.415, H21 1.013, H22 1.011
19 C 0.80300 -0.72193 -1.23699  C2 1.496, N20 1.178
20 N 0.03238 -1.55892 -1.54067  C19 1.178
21 H -1.67370 0.45866 -2.05576  N18 1.013
22 H -2.48466 1.27407 -0.90489  N18 1.011
23 H -0.47712 2.03121 0.10992  C17 1.088
24 H 0.39798 1.46641 -1.15488  C17 1.087

E_tot ... -10931.6063 eV
2S+1 ... 1
Total charge ... 0

Partial charges, natural (NBO), in e: -0.092 -0.320 -0.653 -0.715 -0.810 0.187 0.360 0.364 0.236 0.231 0.215 0.210 0.208 0.207 0.221 0.278 -0.265 -0.836 0.271 -0.391 0.369 0.357 0.179 0.189

***

The following is a DFT calculation (ωB97M-V/def2-TZVPD) of a 2-piece molecular cluster, C6H15N3O overall.

Each atom is followed by the atoms it is bonded to, with distances in Å.
CARTESIAN COORDINATES (ANGSTROEM)
1 C -1.62924 1.17634 -0.82726  C2 1.351, H9 1.081, H10 1.078
2 C -1.05915 0.25764 -0.01729  C1 1.351, C3 1.710, H11 1.084
3 C 0.58844 0.38422 0.42448  C2 1.710, C4 1.524, C5 1.526, C6 1.496
4 C 0.74752 1.68199 1.20721  C3 1.524, H12 1.091, H13 1.090, H14 1.092
5 C 1.43401 0.42777 -0.84548  C3 1.526, H15 1.091, H16 1.085, H17 1.093
6 C 0.88185 -0.86041 1.20067  C3 1.496, N7 1.358, O8 1.237
7 N 0.80976 -0.80862 2.55549  C6 1.358, H18 1.007, H19 1.003
8 O 1.01037 -1.95687 0.64304  C6 1.237
9 H -1.12331 1.58107 -1.69218  C1 1.081
10 H -2.59146 1.59485 -0.58029  C1 1.078
11 H -1.60400 -0.05345 0.86622  C2 1.084
12 H 0.03063 1.75248 2.02692  C4 1.091
13 H 0.55171 2.52218 0.54066  C4 1.090
14 H 1.75946 1.79563 1.60191  C4 1.092
15 H 2.47935 0.61690 -0.59689  C5 1.091
16 H 1.40866 -0.51741 -1.37843  C5 1.085
17 H 1.08955 1.22451 -1.51006  C5 1.093
18 H 0.98772 -1.66132 3.06091  N7 1.007
19 H 0.78759 0.05177 3.07029  N7 1.003
20 N -1.26391 -1.58253 -0.92694  N21 1.434, H22 1.047, H23 1.014
21 N -1.20971 -1.43826 -2.35262  N20 1.434, H24 1.019, H25 1.025
22 H -0.35812 -1.91909 -0.52477  N20 1.047
23 H -1.94844 -2.30589 -0.73718  N20 1.014
24 H -0.23836 -1.47560 -2.65932  N21 1.019
25 H -1.54094 -0.48791 -2.54909  N21 1.025

E_tot ... -12980.6347 eV
2S+1 ... 1
Total charge ... 0
SMILES ... C=CC(C)(C)C(N)=O.NN

Partial charges, natural (NBO), in e: -0.658 -0.046 -0.161 -0.618 -0.605 0.684 -0.809 -0.667 0.184 0.211 0.184 0.208 0.240 0.209 0.210 0.219 0.217 0.407 0.400 -0.606 -0.668 0.405 0.364 0.343 0.351

***

The following is a DFT calculation (ωB97M-V/def2-TZVPD) of a 2-piece molecular cluster, C6H15N3O overall.

Each atom is followed by the atoms it is bonded to, with distances in Å.
CARTESIAN COORDINATES (ANGSTROEM)
1 C 0.35793 1.98617 1.00620  C2 1.503, H7 1.091, H8 1.087, H9 1.090
2 C 0.67931 0.53062 1.19815  C1 1.503, N3 1.420, C4 1.339
3 N 2.04785 0.17506 1.06762  C2 1.420, H10 1.014, H11 1.014
4 C -0.24663 -0.41303 1.41092  C2 1.339, N5 1.424, N6 1.411
5 N 0.13784 -1.77276 1.58521  C4 1.424, H12 1.015, H13 1.013
6 N -1.62540 -0.15924 1.57492  C4 1.411, H14 1.010, H15 1.016
7 H 0.01755 2.44255 1.93695  C1 1.091
8 H 1.24711 2.51373 0.66987  C1 1.087
9 H -0.41925 2.11886 0.25346  C1 1.090
10 H 2.65113 0.82827 1.55591  N3 1.014
11 H 2.18919 -0.76047 1.43366  N3 1.014
12 H 0.33698 -2.22909 0.70080  N5 1.015
13 H -0.61057 -2.27565 2.04772  N5 1.013
14 H -1.84907 0.81591 1.43380  N6 1.010
15 H -2.19046 -0.73332 0.95527  N6 1.016
16 C -1.87369 -1.34869 -1.49811  C17 1.325, H20 1.074, H21 1.075
17 C -0.65431 -0.87628 -1.71332  C16 1.325, O18 1.353, H22 1.086
18 O -0.42057 0.41726 -2.03385  C17 1.353, C19 1.412
19 C 0.93496 0.75865 -2.23161  O18 1.412, H23 1.095, H24 1.094, H25 1.088
20 H -2.03095 -2.38360 -1.25928  C16 1.074
21 H -2.73861 -0.71573 -1.58358  C16 1.075
22 H 0.22427 -1.51128 -1.64706  C17 1.086
23 H 1.35571 0.21539 -3.08471  C19 1.095
24 H 1.52798 0.55060 -1.33608  C19 1.094
25 H 0.95173 1.82609 -2.44287  C19 1.088

E_tot ... -12981.7750 eV
2S+1 ... 1
Total charge ... 0
SMILES ... CC(N)=C(N)N.C=COC

Partial charges, natural (NBO), in e: -0.658 0.060 -0.837 0.255 -0.854 -0.838 0.216 0.218 0.224 0.360 0.384 0.365 0.374 0.371 0.373 -0.540 0.159 -0.519 -0.265 0.208 0.208 0.166 0.171 0.207 0.195

***

The following is a DFT calculation (ωB97M-V/def2-TZVPD) of a 2-piece molecular cluster, C6H15N4O2 overall.

Each atom is followed by the atoms it is bonded to, with distances in Å.
CARTESIAN COORDINATES (ANGSTROEM)
1 C -0.00435 0.83535 2.39866  N7 1.336, N10 1.292, H20 1.077
2 C 1.15401 -1.68448 -0.99407  N8 1.402, N9 1.318, O11 1.250
3 C -1.98082 1.20790 -0.55826  C5 1.485, H13 1.073, H14 0.987, H15 1.107
4 C 0.17655 1.56876 -2.45413  C6 1.505, H16 1.062, H17 1.102, H18 1.068
5 C -0.90832 0.18606 -0.65602  C3 1.485, C6 1.329, H19 1.048
6 C 0.05653 0.37098 -1.55089  C4 1.505, C5 1.329, N9 1.421
7 N -0.66147 1.30878 3.46100  C1 1.336, H21 1.029, H22 1.046
8 N 1.86676 -2.77841 -1.50550  C2 1.402, H23 1.015, H24 1.034
9 N 0.94059 -0.70141 -1.84536  C2 1.318, C6 1.421, H25 0.993
10 N 0.21705 -0.43149 2.26977  C1 1.292, O12 1.397, H26 1.123
11 O 0.91899 -1.76802 0.23099  C2 1.250
12 O -0.06531 -1.36595 3.26876  N10 1.397, H27 1.062
13 H -1.79960 2.25106 -0.73365  C3 1.073
14 H -2.26241 1.04005 0.37312  C3 0.987
15 H -2.80122 1.04768 -1.28358  C3 1.107
16 H -0.55451 1.47188 -3.21889  C4 1.062
17 H 1.22506 1.69857 -2.76612  C4 1.102
18 H 0.10195 2.49648 -1.93082  C4 1.068
19 H -1.13324 -0.68848 -0.12487  C5 1.048
20 H 0.51568 1.34552 1.60602  C1 1.077
21 H -0.86326 2.26337 3.78822  N7 1.029
22 H -0.80070 0.50985 4.12209  N7 1.046
23 H 2.21935 -2.59197 -2.43876  N8 1.015
24 H 2.07293 -3.67128 -1.02553  N8 1.034
25 H 1.49570 -0.66886 -2.66747  N9 0.993
26 H 0.79471 -0.95770 1.46275  N10 1.123
27 H 0.07933 -2.29423 2.77251  O12 1.062

E_tot ... -16512.2924 eV
2S+1 ... 1
Total charge ... +1

Partial charges, natural (NBO), in e: 0.314 0.829 -0.649 -0.668 -0.243 0.182 -0.768 -0.823 -0.609 -0.240 -0.739 -0.540 0.221 0.204 0.232 0.243 0.227 0.241 0.223 0.249 0.453 0.431 0.382 0.437 0.416 0.474 0.519

***

The following is a DFT calculation (ωB97M-V/def2-TZVPD) of one molecule with the formula C6H15NO.

Each atom is followed by the atoms it is bonded to, with distances in Å.
CARTESIAN COORDINATES (ANGSTROEM)
1 C -1.30185 -0.59590 2.30063  N2 1.480, H9 1.202, H10 1.098, H11 1.088
2 N -1.37964 -0.36133 0.84170  C1 1.480, C3 1.454, C4 1.488
3 C -2.76757 -0.24648 0.42381  N2 1.454, H12 1.017, H13 1.143, H14 1.112
4 C -0.55230 0.74155 0.28074  N2 1.488, C5 1.490, H15 1.250, H16 1.032
5 C 0.91701 0.68834 0.52521  C4 1.490, C6 1.595, H17 1.073, H18 1.099
6 C 1.55318 -0.57483 -0.21306  C5 1.595, C7 1.571, H19 1.184, H20 1.077
7 C 1.50198 -0.45412 -1.77902  C6 1.571, O8 1.450, H21 1.103, H22 1.180
8 O 2.08591 0.73328 -2.37302  C7 1.450, H23 0.956
9 H -1.24785 0.49368 2.80451  C1 1.202
10 H -2.23765 -0.82590 2.82601  C1 1.098
11 H -0.51941 -1.33860 2.44442  C1 1.088
12 H -3.37599 -1.01890 0.68207  C3 1.017
13 H -2.70217 -0.27532 -0.71661  C3 1.143
14 H -3.22934 0.72658 0.69873  C3 1.112
15 H -0.94868 1.85931 0.67463  C4 1.250
16 H -0.52439 0.79028 -0.74933  C4 1.032
17 H 1.00448 0.50319 1.57869  C5 1.073
18 H 1.46340 1.60344 0.25798  C5 1.099
19 H 2.66708 -0.85556 0.07180  C6 1.184
20 H 0.94216 -1.41953 0.05659  C6 1.077
21 H 0.48845 -0.47108 -2.21445  C7 1.103
22 H 2.07310 -1.28590 -2.39027  C7 1.180
23 H 3.01430 0.82596 -2.16240  O8 0.956

E_tot ... -10000.3871 eV
2S+1 ... 1
Total charge ... 0
SMILES ... CN(C)CCCCO

Partial charges, natural (NBO), in e: -0.442 -0.456 -0.397 -0.200 -0.417 -0.436 -0.075 -0.744 0.172 0.214 0.213 0.197 0.193 0.162 0.145 0.201 0.204 0.226 0.203 0.223 0.182 0.169 0.463

***

The following is a DFT calculation (ωB97M-V/def2-TZVPD) of a 2-piece molecular cluster, C6H15NO overall.

Each atom is followed by the atoms it is bonded to, with distances in Å.
CARTESIAN COORDINATES (ANGSTROEM)
1 C 1.74476 3.01953 -0.05770  C2 1.549, H8 1.079, H9 1.071, H10 1.146
2 C 1.26956 1.56817 -0.31855  C1 1.549, C3 1.549, H11 1.133, H12 1.059
3 C 0.84921 0.72884 0.91320  C2 1.549, C4 1.534, H13 1.071, H14 1.117
4 C -0.66588 0.58322 1.10474  C3 1.534, C5 1.516, H15 1.081, H16 1.118
5 C -1.22640 -0.47514 0.17546  C4 1.516, C6 1.338, H17 1.104
6 C -1.91800 -1.55395 0.56063  C5 1.338, N7 1.368, H18 1.094
7 N -2.13080 -2.67612 -0.19175  C6 1.368, H19 1.001, H20 1.000
8 H 2.81330 3.04227 0.09220  C1 1.079
9 H 1.33185 3.60617 -0.85324  C1 1.071
10 H 1.23362 3.46920 0.86428  C1 1.146
11 H 0.31932 1.78044 -0.89755  C2 1.133
12 H 1.93759 1.05248 -0.95802  C2 1.059
13 H 1.18906 1.21337 1.80607  C3 1.071
14 H 1.46400 -0.19367 1.04603  C3 1.117
15 H -0.86086 0.44229 2.15851  C4 1.081
16 H -1.11460 1.55146 0.77098  C4 1.118
17 H -1.07054 -0.30141 -0.90352  C5 1.104
18 H -2.10590 -1.64059 1.63528  C6 1.094
19 H -1.91584 -2.57677 -1.16386  N7 1.001
20 H -2.48608 -3.52560 0.19815  N7 1.000
21 O 0.08049 -3.13736 -1.94674  H22 0.964, H23 0.961
22 H 0.43588 -2.24233 -1.98580  O21 0.964
23 H 0.82626 -3.73451 -2.04882  O21 0.961

E_tot ... -10001.5621 eV
2S+1 ... 1
Total charge ... 0
SMILES ... CCCC/C=C/N.O

Partial charges, natural (NBO), in e: -0.605 -0.399 -0.404 -0.408 -0.333 0.018 -0.817 0.205 0.208 0.199 0.187 0.200 0.197 0.204 0.208 0.192 0.175 0.179 0.397 0.392 -0.949 0.477 0.476

***

Energy above the lowest of the compared OMol25 structures with the same formula, charge and spin, respectively: 415.22; 292.69; 182.67; 428.01; 325.16; 211.79 kJ/mol.
Largest force on an atom, respectively: 3.63; 3.10; 0.54; 5.51; 4.96; 2.81 eV/A.
Gap between HOMO and LUMO, respectively: 8.571; 8.050; 8.001; 9.312; 9.464; 8.064 eV.